# 1
The following is a quantum chemistry calculation of the molecule C2H4N2OS in a non-equilibrium geometry, from OMol25.

The geometry in XYZ format:
```
10
Properties=species:S:1:pos:R:3:forces:R:3
H 2.9916 -0.1214 -1.2610 2.41 -1.28 -1.09
N 2.1831 0.1832 -0.8479 -4.06 0.33 2.71
C 1.7147 -0.5950 0.0499 -0.57 0.74 0.99
N 0.6185 -0.3393 1.0242 0.57 2.29 -1.41
O 0.0679 1.0784 0.6443 0.10 -2.12 -1.19
C -0.8945 0.9149 -0.2733 -3.78 -0.95 1.43
S -1.7732 -0.5397 -0.2883 0.37 1.39 -1.16
H 2.1719 -1.4980 0.4386 0.20 -0.49 -0.33
H -0.2731 -0.9844 1.0971 1.95 1.32 -0.92
H -1.5956 1.7843 -0.7098 2.82 -1.22 0.97
```
Positions in Å, forces in eV/Å.

Calculated values
- F_max (eV/Å) = 4.9
- orbital gap (eV) = 8.78
- molar mass (g/mol) = 104.13
- structure (SMILES) = [H]/N=C/NOC=S
- energy above the lowest of the compared OMol25 structures with the same formula, charge and spin (kcal/mol) = 118.7
- LUMO energy (eV) = -0.27
- E_HOMO (eV) = -9.051
- total energy (Ha) = -661.39632
- net charge = 0

---

# 2
The following is a quantum chemistry calculation of the molecule C2H4N2OS in a non-equilibrium geometry, from OMol25.

The geometry in XYZ format:
```
10
Properties=species:S:1:pos:R:3:forces:R:3
N 0.8940 0.3177 1.0678 0.83 -1.94 4.18
N 1.4583 0.7795 -0.1308 -2.60 -1.44 -0.48
C 0.7270 0.3317 -1.1353 1.66 2.47 1.67
O -0.1810 -0.6243 -0.9621 -3.03 -1.40 0.77
C -1.3562 -0.4552 -0.1228 2.58 3.83 -1.64
S -2.4226 -1.5630 -0.0590 -1.68 -1.80 0.43
H 1.5373 0.2238 2.0960 -2.09 0.44 -4.82
H 0.1024 -0.4762 1.0289 3.38 2.15 0.44
H 0.6393 0.8433 -2.0985 0.92 -0.35 0.25
H -1.3985 0.6227 0.3158 0.02 -1.98 -0.80
```
Positions in Å, forces in eV/Å.

Calculated values
- F_max (eV/Å) = 5.3
- orbital gap (eV) = 8.27
- molar mass (g/mol) = 104.13
- structure (SMILES) = N/N=C\OC=S
- energy above the lowest of the compared OMol25 structures with the same formula, charge and spin (kcal/mol) = 117.5
- LUMO energy (eV) = -0.45
- E_HOMO (eV) = -8.722
- total energy (Ha) = -661.39826
- net charge = 0

---

# 3
The following is a quantum chemistry calculation of a cluster of 2 separate species, C2H4N2OS in total in a non-equilibrium geometry, from OMol25.

The geometry in XYZ format:
```
10
Properties=species:S:1:pos:R:3:forces:R:3
C -1.1627 0.2625 1.1032 -0.30 -5.45 4.54
C 1.1151 -0.4438 -1.5878 2.13 1.39 1.95
H -0.8331 1.9038 0.3027 -0.17 0.12 -0.52
H -1.5870 -0.3009 2.0824 0.48 0.92 -2.34
H 0.4192 -1.0905 1.0131 -1.06 0.26 0.20
H 0.9919 -2.0151 -1.6694 0.04 4.99 0.23
N -1.4145 1.4409 0.9918 -0.19 3.09 -0.69
N -0.3264 -0.6754 0.4257 1.63 2.15 -1.27
O 0.5216 0.2512 -0.3985 0.38 -4.02 -2.94
S 2.2759 0.6675 -2.2631 -2.94 -3.45 0.84
```
Positions in Å, forces in eV/Å.

Calculated values
- F_max (eV/Å) = 7.1
- orbital gap (eV) = 8.32
- molar mass (g/mol) = 104.13
- energy above the lowest of the compared OMol25 structures with the same formula, charge and spin (kcal/mol) = 163.4
- LUMO energy (eV) = -1.07
- E_HOMO (eV) = -9.382
- total energy (Ha) = -661.32519
- net charge = 0

---

# 4
The following is a quantum chemistry calculation of the molecule C2H4N2OS in a non-equilibrium geometry, from OMol25.

The geometry in XYZ format:
```
10
Properties=species:S:1:pos:R:3:forces:R:3
C -1.1599 -0.6545 0.1966 -1.31 2.54 0.98
N -1.3125 0.5930 0.5721 -0.20 -1.56 -1.06
O -0.3737 1.5209 0.0824 1.07 -0.77 0.73
C 0.9504 0.9564 -0.0028 0.23 1.93 -0.06
S 0.9920 -0.1909 -1.3575 -0.71 -0.96 0.67
N -0.1980 -1.2184 -0.5805 1.41 -0.92 -0.60
H -2.0156 -1.2819 0.4901 0.71 0.07 0.17
H 1.6352 1.8134 -0.2273 -0.63 -0.69 0.11
H 1.2766 0.5082 0.9487 -0.36 -0.04 -0.31
H 0.2055 -2.0462 -0.1218 -0.22 0.41 -0.62
```
Positions in Å, forces in eV/Å.

Calculated values
- F_max (eV/Å) = 3.0
- orbital gap (eV) = 9.62
- molar mass (g/mol) = 104.13
- structure (SMILES) = C1=NOCSN1
- energy above the lowest of the compared OMol25 structures with the same formula, charge and spin (kcal/mol) = 84.5
- LUMO energy (eV) = 0.63
- E_HOMO (eV) = -8.995
- total energy (Ha) = -661.45088
- net charge = 0

---

# 5
The following is a quantum chemistry calculation of the molecule C2H4N2OS in a non-equilibrium geometry, from OMol25.

The geometry in XYZ format:
```
10
Properties=species:S:1:pos:R:3:forces:R:3
H -2.8722 0.2091 0.0114 -1.52 -0.63 -0.01
N -1.9805 0.6166 -0.0027 1.63 0.41 0.03
C -1.0144 -0.2233 0.0008 0.16 -0.01 -0.04
N -1.0305 -1.5719 0.0002 -1.44 -0.30 0.01
C 0.3732 0.4318 -0.0011 -0.15 -0.46 0.01
O 0.2758 1.7294 0.0005 -0.46 0.64 0.01
S 1.7740 -0.3986 0.0000 -0.19 0.11 -0.01
H -0.1643 -2.0732 0.0040 0.33 -0.04 0.00
H -1.9175 -2.0985 -0.0042 1.03 0.67 0.01
H -0.7119 1.9417 0.0044 0.62 -0.38 -0.01
```
Positions in Å, forces in eV/Å.

Calculated values
- F_max (eV/Å) = 1.7
- orbital gap (eV) = 8.88
- molar mass (g/mol) = 104.13
- structure (SMILES) = [H]/N=C(\N)C(O)=S
- energy above the lowest of the compared OMol25 structures with the same formula, charge and spin (kcal/mol) = 19.7
- LUMO energy (eV) = -0.19
- E_HOMO (eV) = -9.069
- total energy (Ha) = -661.55418
- net charge = 0

---

# 6
The following is a quantum chemistry calculation of the molecule C2H4N2OS in a non-equilibrium geometry, from OMol25.

The geometry in XYZ format:
```
10
Properties=species:S:1:pos:R:3:forces:R:3
N -1.2396 0.1869 -0.5469 -3.24 0.35 -1.98
N -0.1712 0.0101 -1.3884 -0.21 0.01 -1.05
C 1.0270 0.0814 -0.9504 0.07 1.53 -1.64
O 1.1607 0.5289 0.3354 -0.01 -1.04 1.90
C 0.4663 -0.3272 1.1124 -1.84 -3.35 2.47
S 0.6485 -0.5641 2.7136 0.51 0.85 -0.41
H -2.2513 0.4088 -0.8916 3.16 -0.82 -0.50
H -1.2112 0.6087 0.3457 0.89 0.73 0.74
H 2.0660 0.1714 -1.5124 -2.87 -0.73 0.73
H -0.4953 -1.1048 0.7826 3.55 2.47 -0.26
```
Positions in Å, forces in eV/Å.

Calculated values
- F_max (eV/Å) = 4.6
- orbital gap (eV) = 8.81
- molar mass (g/mol) = 104.13
- structure (SMILES) = N/N=C\OC=S
- energy above the lowest of the compared OMol25 structures with the same formula, charge and spin (kcal/mol) = 119.6
- LUMO energy (eV) = 0.14
- E_HOMO (eV) = -8.675
- total energy (Ha) = -661.39499
- net charge = 0

---

# 7
The following is a quantum chemistry calculation of the molecule C2H4N2OS2 in a non-equilibrium geometry, from OMol25.

The geometry in XYZ format:
```
11
Properties=species:S:1:pos:R:3:forces:R:3
O -1.7156 -1.6053 0.5938 2.52 -6.65 -3.05
C -0.9282 -2.3640 -0.2286 -3.07 7.67 0.65
N -0.0957 -1.4201 -0.9752 -1.41 -3.19 1.29
C 0.2445 -0.1105 -0.6035 -0.55 1.04 2.46
S 1.5008 0.6691 -1.2371 1.80 0.49 -1.45
N -0.4089 0.4250 0.4371 -2.46 -1.66 0.51
S -0.1356 1.7152 1.5103 3.08 0.33 -1.33
H -1.1461 -3.4367 -0.6367 0.79 1.93 1.21
H 0.5730 -1.7318 -1.6459 0.31 -0.57 -0.50
H -1.2532 -0.2224 0.7190 1.80 1.06 -0.25
H 1.3426 1.8970 1.2003 -2.80 -0.45 0.47
```
Positions in Å, forces in eV/Å.

Calculated values
- F_max (eV/Å) = 8.3
- orbital gap (eV) = 7.46
- molar mass (g/mol) = 136.20
- structure (SMILES) = O=CNC(=S)NS
- energy above the lowest of the compared OMol25 structures with the same formula, charge and spin (kcal/mol) = 58.5
- LUMO energy (eV) = -0.80
- E_HOMO (eV) = -8.266
- total energy (Ha) = -1059.65007
- net charge = 0

---

# 8
The following is a quantum chemistry calculation of the molecule C2H4N2OS2 in a non-equilibrium geometry, from OMol25.

The geometry in XYZ format:
```
11
Properties=species:S:1:pos:R:3:forces:R:3
C -0.3325 0.2893 0.3458 -0.49 0.36 1.02
C -1.8323 0.4965 0.3672 0.01 0.07 0.23
N 0.0643 -0.1615 -0.8601 0.38 -0.45 -1.44
N 0.4770 0.5430 1.2947 0.77 -0.28 -0.09
O 3.8295 -1.7902 -1.9410 0.41 -0.34 -0.86
S 1.2897 -0.6884 -1.6402 -0.21 0.06 -0.24
S 3.0763 -1.2726 -0.8041 -0.56 0.57 1.46
H -2.0647 1.5453 0.1794 0.03 0.02 0.00
H -2.2416 0.2208 1.3376 -0.01 0.03 0.02
H -2.3035 -0.0950 -0.4104 -0.06 -0.05 0.00
H 0.0378 0.9128 2.1309 -0.27 0.01 -0.10
```
Positions in Å, forces in eV/Å.

Calculated values
- F_max (eV/Å) = 1.7
- orbital gap (alpha / beta) (eV) = 7.33 / 7.48
- molar mass (g/mol) = 136.20
- energy above the lowest of the compared OMol25 structures with the same formula, charge and spin (kcal/mol) = 63.8
- LUMO energy (alpha / beta) (eV) = -1.71 / -1.42
- E_HOMO (alpha / beta) (eV) = -9.049 / -8.907
- total energy (Ha) = -1059.64156
- net charge = 0

---

# 9
The following is a quantum chemistry calculation of the molecule C2H4N2OS2 in a non-equilibrium geometry, from OMol25.

The geometry in XYZ format:
```
11
Properties=species:S:1:pos:R:3:forces:R:3
O -0.6563 -2.4380 -0.0114 0.10 -0.99 -0.47
N -1.2554 -2.1934 1.1914 -0.24 0.67 0.64
C -1.3320 -0.9550 1.4906 0.09 -0.33 -0.26
S -0.8060 0.4386 0.5201 -0.05 -0.07 0.02
C 0.8583 -0.0240 0.1158 0.12 -0.78 0.62
N 1.6463 0.6140 -0.6319 -0.10 0.08 -0.11
S 1.0841 2.0169 -1.4190 -0.11 -0.20 0.19
H -0.7099 -3.4155 -0.0920 0.06 0.90 0.04
H -1.8300 -0.7203 2.4266 0.07 -0.08 -0.13
H 1.2083 -0.9442 0.6254 -0.13 0.68 -0.41
H 2.2389 2.2263 -2.0414 0.18 0.11 -0.14
```
Positions in Å, forces in eV/Å.

Calculated values
- F_max (eV/Å) = 1.1
- orbital gap (eV) = 9.46
- molar mass (g/mol) = 136.20
- structure (SMILES) = O/N=C\S/C=N\S
- energy above the lowest of the compared OMol25 structures with the same formula, charge and spin (kcal/mol) = 65.5
- LUMO energy (eV) = 0.65
- E_HOMO (eV) = -8.806
- total energy (Ha) = -1059.63886
- net charge = 0

---

# 10
The following is a quantum chemistry calculation of the molecule C2H4N2OS3 in a non-equilibrium geometry, from OMol25.

The geometry in XYZ format:
```
12
Properties=species:S:1:pos:R:3:forces:R:3
O -0.0296 0.1704 -2.2051 0.12 -4.81 0.36
N -0.4086 -0.5728 -0.8292 -1.31 -2.28 -3.92
C -0.3092 -0.0116 0.3705 1.68 3.20 1.38
N -0.7770 -0.3177 1.5326 -0.05 -2.94 -0.71
S -1.2598 -2.1590 1.5491 -1.92 2.70 1.94
C 0.6950 1.1200 0.3714 0.27 2.03 0.88
S 0.6873 2.5034 1.3350 -0.48 -2.00 -1.10
S 2.0121 0.8611 -0.7601 0.98 2.43 1.59
H 0.4747 -0.6579 -2.8540 -2.29 3.36 3.38
H -1.3246 -1.0806 -0.8811 1.15 0.50 -0.83
H -2.2722 -1.9841 2.6510 2.01 -0.31 -2.18
H 2.5118 2.1289 -0.2802 -0.15 -1.89 -0.78
```
Positions in Å, forces in eV/Å.

Calculated values
- F_max (eV/Å) = 5.3
- orbital gap (eV) = 7.86
- molar mass (g/mol) = 168.27
- structure (SMILES) = ON/C(=N\S)C(=S)S
- energy above the lowest of the compared OMol25 structures with the same formula, charge and spin (kcal/mol) = 119.1
- LUMO energy (eV) = -0.82
- E_HOMO (eV) = -8.683
- total energy (Ha) = -1457.71357
- net charge = 0

---

# 11
The following is a quantum chemistry calculation of the molecule C2H4N2S2 in a non-equilibrium geometry, from OMol25.

The geometry in XYZ format:
```
10
Properties=species:S:1:pos:R:3:forces:R:3
S 0.9690 3.3895 2.4068 -0.21 0.60 -0.44
N 0.5185 2.1687 1.3941 0.47 -1.10 0.07
N 0.5400 0.9754 1.7774 -0.07 0.45 1.05
C 0.2059 -0.0446 0.8600 1.46 -0.18 -2.33
C -0.1526 0.6613 -0.4752 -3.97 0.37 -0.32
S 0.1272 2.4309 -0.3955 0.26 -0.41 1.72
H -0.6532 -0.6472 1.1365 0.18 -0.07 0.62
H 1.1288 -0.7416 0.6432 -1.67 1.23 0.82
H 0.4492 0.3321 -1.2486 0.90 -1.00 -1.66
H -1.3110 0.5111 -0.7414 2.64 0.11 0.48
```
Positions in Å, forces in eV/Å.

Calculated values
- F_max (eV/Å) = 4.0
- orbital gap (alpha / beta) (eV) = 8.33 / 8.33
- molar mass (g/mol) = 120.20
- structure (SMILES) = [S-][N+]1=NCCS1
- energy above the lowest of the compared OMol25 structures with the same formula, charge and spin (kcal/mol) = 79.6
- LUMO energy (alpha / beta) (eV) = -0.27 / -0.27
- E_HOMO (alpha / beta) (eV) = -8.596 / -8.597
- total energy (Ha) = -984.38808
- net charge = 0

---

# 12
The following is a quantum chemistry calculation of a structure of composition C2H4N2S2 in a non-equilibrium geometry, from OMol25.

The geometry in XYZ format:
```
10
Properties=species:S:1:pos:R:3:forces:R:3
C 1.6795 -0.8866 0.2670 -1.02 -3.01 -0.69
C -1.2284 0.5974 -0.5093 -1.62 -0.68 -0.45
H 2.6192 0.1914 -1.3973 -1.57 -4.05 2.74
H 1.2455 -2.1162 0.8238 1.75 3.94 -1.76
H 0.0929 -0.3476 1.4458 3.80 1.81 -0.91
H -1.5083 1.4605 -1.3064 -0.43 -2.25 1.65
N 2.3143 -0.9199 -0.8282 1.03 3.25 -0.98
N 1.1376 0.2244 0.9694 -5.52 -2.46 2.07
S 0.1707 1.3133 0.0455 1.97 0.74 -0.51
S -2.0031 -0.8498 0.0107 1.60 2.72 -1.17
```
Positions in Å, forces in eV/Å.

Calculated values
- F_max (eV/Å) = 6.4
- orbital gap (eV) = 8.38
- molar mass (g/mol) = 120.20
- energy above the lowest of the compared OMol25 structures with the same formula, charge and spin (kcal/mol) = 126.5
- LUMO energy (eV) = -0.97
- E_HOMO (eV) = -9.351
- total energy (Ha) = -984.31330
- net charge = 0

---

What is the formula in the eighth record?
C2H4N2OS2